1.
Below is the molecule C5H8O, with properties calculated with ωB97M-V with the def2-TZVPD basis set.

Geometry (Å):
1 C -1.61168 -0.50092 -0.34332
2 C -0.12498 -0.33420 -0.63400
3 C 0.46928 1.05156 -0.26129
4 C 1.21652 0.43513 0.94978
5 C 0.76305 -0.94089 0.45869
6 O 1.01209 -2.06780 0.79096
7 H -1.92017 -1.54307 -0.46928
8 H -1.83669 -0.20491 0.68821
9 H -2.21006 0.12519 -1.01320
10 H 0.11315 -0.69040 -1.64150
11 H 1.13975 1.46420 -1.01993
12 H -0.28070 1.80518 -0.01057
13 H 2.29953 0.58184 0.99020
14 H 0.79074 0.67763 1.93043

- lowest unoccupied orbital energy (eV) = 1.0255
- ΔE to the lowest compared entry with this formula, charge and spin (kJ/mol) = 77.7
- HOMO-LUMO gap (eV) = 10.43
- SMILES string = C[C@H]1CCC1=O
- molecular weight (g/mol) = 84.1
- multiplicity = 1
- HOMO level (eV) = -9.407

***

2.
Below is the molecule C5H8O in a non-equilibrium geometry, with properties calculated with ωB97M-V with the def2-TZVPD basis set.

Geometry (Å):
1 C -2.57895 -0.14423 -0.31966
2 C -1.34157 -0.29524 0.23768
3 C -0.32742 0.66892 0.32546
4 O -0.32011 1.90659 0.00274
5 C 0.99977 0.00684 0.72490
6 C 1.90635 -0.18608 -0.56981
7 H -3.37128 -0.87547 -0.25519
8 H -2.61889 0.92687 -0.67108
9 H -1.11588 -1.24013 0.76283
10 H 0.89174 -0.94254 1.28066
11 H 1.48096 0.66411 1.34258
12 H 2.93554 -0.23893 -0.45993
13 H 1.79654 0.73342 -1.21553
14 H 1.66321 -0.98413 -1.18563

- lowest unoccupied orbital energy (eV) = -0.3352
- ΔE to the lowest compared entry with this formula, charge and spin (kJ/mol) = 189.3
- HOMO-LUMO gap (eV) = 9.48
- SMILES string = C=CC(=O)CC
- molecular weight (g/mol) = 84.1
- multiplicity = 1
- HOMO level (eV) = -9.813

***

Copy entry 1 word for word.
Below is the molecule C5H8O, with properties calculated with ωB97M-V with the def2-TZVPD basis set.

Geometry (Å):
1 C -1.61168 -0.50092 -0.34332
2 C -0.12498 -0.33420 -0.63400
3 C 0.46928 1.05156 -0.26129
4 C 1.21652 0.43513 0.94978
5 C 0.76305 -0.94089 0.45869
6 O 1.01209 -2.06780 0.79096
7 H -1.92017 -1.54307 -0.46928
8 H -1.83669 -0.20491 0.68821
9 H -2.21006 0.12519 -1.01320
10 H 0.11315 -0.69040 -1.64150
11 H 1.13975 1.46420 -1.01993
12 H -0.28070 1.80518 -0.01057
13 H 2.29953 0.58184 0.99020
14 H 0.79074 0.67763 1.93043

- lowest unoccupied orbital energy (eV) = 1.0255
- ΔE to the lowest compared entry with this formula, charge and spin (kJ/mol) = 77.7
- HOMO-LUMO gap (eV) = 10.43
- SMILES string = C[C@H]1CCC1=O
- molecular weight (g/mol) = 84.1
- multiplicity = 1
- HOMO level (eV) = -9.407